This record from the Open Molecules 2025 dataset describes a molecular structure, C46H39AsBiN2O3S2Te. The level of theory is ωB97M-V with the def2-TZVPD basis set.

Structure (XYZ):
```
95
Properties=species:S:1:pos:R:3:forces:R:3
Bi 0.79611 0.22477 0.03118 -0.5 -0.4 0.1
S -0.10649 1.73402 1.89462 -0.2 0.0 -0.2
C -0.55455 3.10584 0.83740 0.2 0.1 0.2
C 0.16295 4.29107 1.02840 0.0 0.0 0.0
C -0.15929 5.44182 0.32647 0.0 0.0 0.0
C -1.21441 5.42108 -0.57279 0.0 0.0 0.0
C -1.92794 4.24719 -0.77012 0.0 0.0 0.0
C -1.61539 3.07874 -0.07858 0.0 0.0 -0.1
As -2.53752 1.37378 -0.41886 -0.1 0.1 0.0
C -3.58790 1.94997 -1.97727 0.0 -0.1 -0.1
C -4.94590 2.24694 -1.95619 0.0 0.1 0.0
C -5.61085 2.59087 -3.12885 0.0 0.0 0.0
C -4.92603 2.64095 -4.33390 0.0 0.0 0.0
C -3.57016 2.33510 -4.36749 0.0 0.0 0.0
C -2.91246 1.98336 -3.19852 -0.1 0.0 0.0
C -3.93495 1.48097 0.93377 0.0 -0.1 0.0
C -4.84609 0.42644 0.97665 0.1 0.0 0.1
C -5.86090 0.41110 1.92138 0.0 0.0 0.0
C -5.97174 1.45214 2.83458 0.0 0.0 0.0
C -5.05887 2.49738 2.80582 0.0 0.0 0.0
C -4.04072 2.51191 1.85971 0.0 0.0 0.0
H 0.98036 4.29210 1.73814 0.0 0.0 0.0
H 0.41137 6.34840 0.48687 0.0 0.0 0.0
H -1.48854 6.31442 -1.12059 0.0 0.0 0.0
H -2.75198 4.24772 -1.47183 0.0 0.0 0.0
H -5.49148 2.21478 -1.02107 0.0 0.0 0.0
H -6.67053 2.81546 -3.09848 0.0 0.0 0.0
H -5.44559 2.91498 -5.24417 0.0 0.0 0.0
H -3.03098 2.35760 -5.30655 0.0 0.0 0.0
H -1.85699 1.73398 -3.23170 0.0 0.0 0.0
H -4.74933 -0.40611 0.28746 0.0 0.0 0.0
H -6.55053 -0.42266 1.95008 0.0 0.0 0.0
H -6.75673 1.43719 3.58086 0.0 0.0 0.0
H -5.13650 3.30609 3.52290 0.0 0.0 0.0
H -3.32617 3.32574 1.85245 0.0 0.0 0.0
N 2.32945 0.21780 3.54791 0.0 -0.2 0.1
C 1.33749 -0.72759 3.84464 0.3 0.1 0.0
C 0.56214 -0.56629 4.99459 -0.2 0.0 0.1
C -0.37196 -1.51774 5.36744 0.3 -0.1 0.1
C -0.55812 -2.65668 4.59518 0.3 -0.2 0.2
C 0.23348 -2.83643 3.47168 0.1 0.0 0.1
C 1.18470 -1.89377 3.08264 0.0 -0.1 0.0
C 2.07824 -2.19732 1.92677 -0.1 0.0 0.3
C 2.88525 -3.33606 1.99927 0.1 0.0 0.0
C 3.75087 -3.68314 0.97105 -0.1 0.1 -0.1
C 3.82347 -2.88665 -0.16591 -0.1 0.0 0.2
C 3.01656 -1.76056 -0.24701 0.0 -0.1 -0.1
C 2.15528 -1.40312 0.78814 -0.1 0.2 -0.2
H 2.10484 1.15283 3.84952 -0.1 0.0 0.0
H 2.65451 0.22245 2.59163 -0.1 0.0 0.0
H 0.69469 0.32984 5.59306 0.0 0.0 0.0
H -0.98222 -1.35139 6.24713 0.1 0.0 0.0
H -1.32751 -3.37876 4.83981 0.1 0.0 0.0
H 0.08714 -3.71027 2.84699 0.0 0.0 0.0
H 2.82839 -3.95021 2.89058 0.0 0.0 0.0
H 4.36049 -4.57452 1.05555 0.0 0.0 0.0
H 4.49524 -3.12871 -0.98018 0.0 0.0 0.0
H 3.05444 -1.16645 -1.15794 0.1 0.0 0.0
O -4.87870 -3.78778 1.45784 0.0 -0.1 0.0
S -3.58831 -3.82800 2.10869 0.0 0.1 0.1
O -3.20430 -5.08764 2.70045 0.0 0.0 0.0
N -2.42680 -3.22194 1.17610 0.1 0.2 -0.1
C -1.99235 -2.03622 1.61800 -0.5 -0.4 0.0
O -1.16386 -1.31390 1.05469 0.6 0.3 -0.3
C -2.64204 -1.60954 2.91147 -0.3 0.2 -0.1
C -2.43677 -0.45010 3.63459 -0.3 0.2 -0.1
C -3.16453 -0.27006 4.80594 -0.1 0.0 -0.2
C -4.07151 -1.23588 5.24145 0.1 0.0 -0.1
C -4.28068 -2.39699 4.50305 0.0 0.0 0.0
C -3.55273 -2.54916 3.34017 -0.1 0.1 0.0
H -1.72014 0.28744 3.29328 -0.1 -0.1 0.0
H -3.02048 0.63012 5.39126 0.0 0.0 0.0
H -4.62389 -1.07974 6.16031 0.0 0.0 0.0
H -4.98140 -3.15560 4.82896 0.0 0.0 0.0
C 8.08626 -1.48196 -1.52109 -0.1 0.0 0.0
C 6.89258 -0.62085 -1.19662 0.0 0.0 0.0
C 6.55016 -0.33537 0.11281 0.0 0.0 0.0
C 5.45040 0.45963 0.44148 0.1 0.0 0.0
C 5.16639 0.65787 1.90925 0.1 -0.1 -0.1
C 4.67241 0.99644 -0.59005 -0.1 0.0 -0.1
Te 2.94189 2.16638 -0.16983 0.3 0.3 0.0
C 5.02293 0.74753 -1.93116 0.0 0.0 0.0
C 4.23839 1.30184 -3.09532 0.1 -0.1 0.0
C 6.11940 -0.06091 -2.20789 0.0 0.0 0.0
H 8.29940 -2.17964 -0.71054 0.0 0.0 0.0
H 8.97824 -0.87000 -1.67664 0.0 0.0 0.0
H 7.91989 -2.05718 -2.43332 0.0 0.0 0.0
H 7.14401 -0.75414 0.92104 0.0 0.0 0.0
H 6.09279 0.88294 2.44207 0.0 0.0 0.0
H 4.74750 -0.25399 2.34370 0.0 0.0 0.0
H 4.46161 1.46557 2.08774 0.0 0.0 0.0
H 3.28385 0.78092 -3.21445 0.0 0.0 0.0
H 4.80427 1.18755 -4.02133 0.0 0.0 0.0
H 4.00418 2.35532 -2.95351 0.0 0.0 0.0
H 6.37252 -0.26590 -3.24497 0.0 0.0 0.0
```
Positions in Å, forces in eV/Å.

Results
Total charge = -1
HOMO = -5.312 eV
E_tot = -153103.1739 eV
Max |F| = 0.70 eV/Å

Just the Mulliken charges please, in e? Sure, here they are:
1 Bi 1.158
2 S 0.078
3 C 0.339
4 C -0.716
5 C -0.680
6 C -0.768
7 C -0.254
8 C -0.210
9 As 0.786
10 C -0.661
11 C -0.010
12 C -0.711
13 C -0.406
14 C -0.675
15 C -0.058
16 C 0.241
17 C -0.366
18 C -0.699
19 C -0.504
20 C -0.703
21 C -0.068
22 H 0.505
23 H 0.361
24 H 0.391
25 H 0.390
26 H 0.345
27 H 0.385
28 H 0.360
29 H 0.379
30 H 0.360
31 H 0.405
32 H 0.434
33 H 0.354
34 H 0.357
35 H 0.366
36 N 0.005
37 C 0.627
38 C -0.860
39 C -0.618
40 C -0.841
41 C -0.899
42 C 1.055
43 C -0.074
44 C -0.363
45 C -0.891
46 C -0.684
47 C -0.901
48 C 0.165
49 H 0.346
50 H -0.146
51 H 0.351
52 H 0.442
53 H 0.471
54 H 0.409
55 H 0.509
56 H 0.379
57 H 0.415
58 H 0.480
59 O -0.729
60 S 1.301
61 O -0.731
62 N -0.708
63 C -0.330
64 O 0.009
65 C 2.102
66 C 0.117
67 C -0.519
68 C -0.694
69 C -0.866
70 C -0.493
71 H -0.228
72 H 0.363
73 H 0.396
74 H 0.451
75 C -1.693
76 C 0.826
77 C -0.815
78 C 1.217
79 C -1.892
80 C -0.107
81 Te 0.089
82 C 0.779
83 C -1.668
84 C -0.939
85 H 0.377
86 H 0.349
87 H 0.379
88 H 0.347
89 H 0.578
90 H 0.299
91 H 0.252
92 H 0.235
93 H 0.431
94 H 0.338
95 H 0.295